This record from the OMol25 dataset describes a molecular structure, C24H24CoN5O3Se3Te in a non-equilibrium geometry. The level of theory is the ωB97M-V functional and the def2-TZVPD basis.

```
61
Properties=species:S:1:pos:R:3:forces:R:3:mulliken_spin:R:1
Co -3.69054 0.46056 -0.45159 -0.76 -0.81 1.09 2.660
N -5.86754 2.31716 2.98961 -0.12 0.40 0.58 -0.001
C -5.29714 1.73056 1.90661 -0.39 -0.31 0.06 0.005
O -4.31884 2.21896 1.37801 0.40 0.19 0.13 0.016
C -5.92254 0.43666 1.44821 -0.07 0.00 -0.57 -0.005
C -5.65674 0.26326 -0.04399 -0.63 -0.45 0.31 0.100
H -5.50414 3.19986 3.30921 0.00 -0.02 -0.10 -0.001
H -6.73414 1.99246 3.37661 0.00 -0.09 -0.13 0.000
H -6.99974 0.43806 1.66891 0.05 0.01 0.35 0.007
H -5.45314 -0.37034 2.02061 -0.04 -0.07 0.18 0.000
H -6.28504 0.99466 -0.57009 0.29 -0.16 0.00 -0.005
H -5.98174 -0.72924 -0.37689 -0.14 0.06 0.11 -0.010
Se -3.99674 2.34356 -1.67259 0.26 2.72 -0.13 0.081
Se -4.49294 1.58206 -3.74129 0.07 -0.24 -1.21 0.009
Te -6.42034 -0.03084 -3.61049 -0.61 0.38 -0.14 0.013
Se -5.63914 -2.33274 -3.27189 0.57 -0.51 0.23 0.006
C 9.99166 -0.08394 0.45081 0.21 0.01 0.30 0.000
O 9.17726 -0.08474 -0.68919 -0.67 0.03 -0.27 0.000
C 7.81796 -0.03244 -0.50909 0.15 -0.01 -0.21 0.000
C 7.05126 0.00516 -1.67859 0.35 -0.04 0.20 0.000
C 5.68296 0.05066 -1.61129 -0.35 0.05 0.37 0.000
C 5.01856 0.07146 -0.37329 1.23 -0.01 0.21 0.000
C 5.79916 0.03086 0.78781 -0.58 0.04 -0.54 0.000
C 7.17856 -0.01944 0.72371 0.49 -0.02 0.06 0.000
C 3.58136 0.12846 -0.35169 -1.47 -0.01 -0.10 0.000
N 2.80316 0.00656 -1.41439 0.91 -0.10 0.07 0.000
C 1.52696 0.07996 -0.96669 -0.23 0.16 1.20 -0.002
C 1.51016 0.27006 0.41951 0.06 -0.10 -1.07 -0.007
N 2.82776 0.29476 0.79061 0.46 -0.04 -0.20 0.000
C 0.32346 0.37436 1.18331 -0.88 -0.10 -0.60 0.005
C 0.25296 0.51366 2.56281 -0.72 0.03 0.52 0.006
C -0.99624 0.54116 3.17091 0.82 -0.09 -0.33 0.007
C -2.13484 0.45136 2.37531 -0.33 0.10 0.21 0.001
N -2.11934 0.35916 1.06261 1.07 -0.15 -0.65 0.023
C -0.89934 0.28696 0.43841 -0.05 0.26 2.18 0.035
C -0.89474 0.05736 -0.94989 -0.08 -0.34 -2.46 -0.010
N -2.11034 -0.09584 -1.55709 1.63 -0.57 -0.15 0.005
C -2.13794 -0.49834 -2.81829 -0.77 0.00 0.06 0.004
C -1.01104 -0.66584 -3.59969 1.35 0.17 0.31 -0.001
C 0.23936 -0.42744 -3.03719 -0.81 -0.22 -0.82 0.017
C 0.31046 -0.07954 -1.69989 -0.65 0.25 1.14 0.000
H 11.01876 -0.07734 0.08851 -0.06 -0.01 0.05 0.000
H 9.83336 -0.97994 1.06161 -0.01 0.07 -0.01 0.000
H 9.82286 0.80956 1.06111 0.01 -0.05 0.02 0.000
H 7.56496 -0.00134 -2.62719 0.04 -0.01 -0.11 0.000
H 5.07906 0.07856 -2.50339 -0.03 0.00 -0.14 0.000
H 5.33766 0.02726 1.76541 -0.06 0.00 0.07 0.000
H 7.73926 -0.05134 1.64591 0.07 -0.01 0.01 0.000
H 3.18686 0.40776 1.72221 -0.04 0.03 -0.07 0.000
H 1.15576 0.57996 3.15611 0.03 0.02 0.05 0.000
H -1.09404 0.62146 4.24251 -0.02 0.02 0.06 0.000
H -3.10674 0.45996 2.85401 -0.04 0.09 -0.14 0.001
H -3.11004 -0.72064 -3.24169 -0.01 0.01 0.14 0.006
H -1.12024 -0.99134 -4.62039 -0.01 -0.02 -0.13 0.000
H 1.14856 -0.53924 -3.60519 0.13 -0.02 -0.07 0.001
C -3.99244 -2.73414 0.66451 -0.04 -0.11 0.07 -0.001
O -3.70694 -1.86024 -0.39339 0.46 -0.49 0.08 0.053
H -3.43254 -3.66684 0.54991 -0.04 -0.12 0.12 0.002
H -5.05934 -2.96374 0.73441 -0.04 0.02 0.00 -0.001
H -3.67334 -2.24774 1.58651 0.00 -0.01 0.07 0.003
H -4.12014 -2.19984 -1.20979 -0.40 0.18 -0.29 -0.020
```
Positions in Å, forces in eV/Å.

## Properties
LUMO level (alpha / beta) = 1.63 / 1.63 eV
2S+1 = 4
<S²> = 3.77
Charge = -1
M = 853.90 g/mol
Kohn-Sham gap (alpha / beta) = 4.239 / 4.372 eV
Highest occupied orbital energy (alpha / beta) = -2.61 / -2.74 eV
Relative energy (zero: lowest compared OMol25 entry of this formula, charge and spin) = 0.0 kJ/mol

***

This record from the OMol25 dataset describes 6 unconnected molecules or ions with the total composition C43H30IO24PS in a non-equilibrium geometry. The level of theory is the ωB97M-V functional and the def2-TZVPD basis.

```
100
Properties=species:S:1:pos:R:3:forces:R:3:lowdin_charge:R:1
C -3.80830 -1.49541 4.37780 -0.36 -0.59 -0.19 0.004
C -4.14969 -2.71407 3.85483 0.18 0.29 0.13 -0.139
C -3.49553 -4.01081 4.26701 -1.18 -0.30 1.58 -0.151
C -2.25827 -3.83045 5.11894 -0.47 -0.20 -0.18 -0.153
C -2.34523 -4.21325 6.45240 0.44 0.26 -0.27 -0.005
C -1.26177 -4.04978 7.29361 -0.50 -0.29 0.19 -0.140
C -0.06920 -3.53917 6.82199 0.69 0.10 0.13 -0.609
I 1.45432 -3.35365 8.25539 -0.14 -0.02 -0.01 0.979
C 0.06989 -3.17478 5.48450 -0.48 -0.13 0.12 -0.119
C -1.05386 -3.31363 4.63810 0.31 0.19 0.04 -0.032
C -0.92947 -2.90492 3.20812 -0.03 -0.09 -0.36 -0.291
O -1.70899 -3.26292 2.34776 0.10 -0.12 0.12 0.094
C 0.22366 -2.04625 2.81184 0.00 -0.27 0.10 -0.190
P 0.26358 -1.14440 1.23802 0.04 1.05 -0.49 0.195
O 1.75922 -1.40944 0.68164 -0.22 -0.30 0.04 -0.206
O -0.69713 -1.85488 0.18076 0.55 -0.43 0.23 -0.184
S -0.04790 0.72791 1.39196 -0.08 -0.08 0.32 0.437
C 1.27224 -1.93560 3.62496 -0.21 0.29 -0.16 0.040
C 1.34593 -2.65339 4.91919 0.20 0.08 -0.13 -0.347
O 2.43262 -2.80360 5.42953 -0.14 -0.04 0.07 0.037
H -3.40685 -0.69960 3.75769 -1.78 0.75 -0.24 0.060
H -3.97049 -1.31725 5.43847 1.95 -0.39 0.40 0.065
H -4.96305 -2.81692 3.13709 1.19 0.21 -1.42 0.102
H -4.20663 -4.61992 4.84416 0.12 -0.19 -0.02 0.112
H -3.25506 -4.59963 3.38772 -0.15 0.26 -0.25 0.115
H -3.27314 -4.63472 6.81042 -0.01 0.01 0.14 0.120
H -1.36063 -4.34915 8.32723 0.13 0.07 0.06 0.091
H 1.82707 -2.25325 0.21596 0.23 -0.02 0.02 0.083
H -0.61121 -2.82063 0.24862 -0.62 -0.14 -0.03 0.045
H 2.12039 -1.31878 3.35487 0.19 -0.16 0.08 0.132
O -6.38244 4.68830 0.92869 -0.01 0.14 0.12 0.094
C -5.18515 4.45834 0.99005 0.05 -0.21 -0.22 -0.309
C -4.50133 3.49150 0.16116 -0.10 -0.09 0.14 0.067
C -3.18205 3.29997 0.31601 -0.15 -0.05 -0.08 -0.224
O -2.49389 2.42991 -0.40924 0.11 0.17 0.08 0.096
C -2.38072 4.06913 1.33891 -0.05 0.18 0.14 -0.312
O -1.19144 3.83096 1.42712 0.06 -0.06 -0.16 0.071
C -3.06778 5.05469 2.15613 0.11 -0.03 0.02 0.073
C -4.38357 5.24365 1.99626 0.15 0.10 0.14 -0.238
O -5.08540 6.12469 2.69922 -0.09 -0.04 -0.07 0.110
H -5.09014 2.94901 -0.56366 0.14 0.04 0.14 0.100
H -1.56761 2.46177 -0.09683 0.01 -0.14 0.04 0.052
H -2.48316 5.61147 2.87467 -0.02 0.00 0.01 0.134
H -6.00525 6.04669 2.37886 -0.03 -0.02 -0.01 0.117
O 4.93814 -0.20257 -2.12272 0.16 0.04 -0.08 0.115
C 4.40615 0.89118 -2.07451 -0.26 -0.08 0.12 -0.307
C 3.08291 1.13150 -1.53742 0.05 -0.13 -0.03 0.081
C 2.57850 2.37400 -1.54465 -0.05 -0.29 0.10 -0.231
O 1.37821 2.65939 -1.06738 -0.06 0.28 -0.11 0.090
C 3.34710 3.54396 -2.10053 0.24 0.05 -0.08 -0.306
O 2.81177 4.63471 -2.08720 -0.14 -0.03 0.07 0.117
C 4.68589 3.30565 -2.62068 0.00 0.12 0.00 0.083
C 5.18487 2.06552 -2.60782 0.01 0.19 -0.17 -0.220
O 6.40696 1.76857 -3.06316 -0.34 -0.17 0.09 0.064
H 2.53585 0.28901 -1.13831 -0.02 0.04 0.05 0.114
H 1.25014 3.62013 -1.18475 0.02 0.02 0.02 0.123
H 5.23821 4.15257 -3.00369 0.01 -0.01 -0.01 0.139
H 6.52470 0.80249 -2.93622 0.09 0.00 0.05 0.109
O -1.76072 -7.51593 -1.09800 -0.02 0.13 0.15 0.111
C -1.16743 -6.85554 -1.93068 0.00 -0.21 -0.26 -0.312
C -0.86028 -7.31354 -3.27009 -0.06 -0.08 0.08 0.076
C -0.18613 -6.50990 -4.10535 -0.10 -0.21 0.00 -0.235
O 0.13161 -6.85286 -5.34416 0.06 0.14 0.01 0.122
C 0.27064 -5.13279 -3.69405 -0.02 0.19 0.23 -0.309
O 0.89058 -4.47775 -4.50799 0.00 -0.10 -0.14 0.118
C -0.05738 -4.66625 -2.35731 0.08 0.07 -0.01 0.076
C -0.73262 -5.47040 -1.52750 0.07 0.20 -0.01 -0.227
O -1.07670 -5.12722 -0.28896 0.09 0.00 -0.08 0.099
H -1.19020 -8.30248 -3.55451 0.02 0.00 -0.02 0.137
H 0.61551 -6.09288 -5.72222 0.02 0.01 -0.02 0.123
H 0.25889 -3.66915 -2.08156 -0.03 0.02 -0.02 0.127
H -1.55748 -5.89738 0.07603 -0.03 0.01 0.07 0.124
O -9.75590 4.39437 -5.71283 -0.13 0.02 0.12 0.108
C -8.81679 4.10390 -4.99576 0.24 -0.01 -0.20 -0.314
C -7.46506 3.88735 -5.47464 -0.10 0.03 -0.09 0.074
C -6.50231 3.55501 -4.60402 0.00 0.05 -0.23 -0.232
O -5.24297 3.34137 -4.95849 0.00 -0.03 0.14 0.120
C -6.78147 3.39404 -3.13175 -0.27 0.05 0.22 -0.291
O -5.84809 3.07262 -2.41671 0.00 -0.07 -0.49 0.086
C -8.12421 3.63178 -2.64726 0.07 -0.05 0.11 0.082
C -9.08694 3.96761 -3.51767 0.02 -0.03 0.22 -0.233
O -10.34020 4.20411 -3.15991 -0.01 0.01 -0.14 0.120
H -7.27795 4.00318 -6.53264 0.02 -0.01 0.00 0.136
H -4.76321 3.11545 -4.13774 0.02 -0.01 0.02 0.122
H -8.30472 3.53109 -1.58589 -0.01 0.03 0.00 0.138
H -10.81947 4.42140 -3.98330 -0.01 0.00 -0.02 0.121
O 12.71735 2.86008 0.06070 0.11 -0.14 0.00 0.104
C 11.71283 2.34054 -0.39180 -0.17 0.25 -0.02 -0.318
C 10.49137 3.05497 -0.69299 0.10 0.03 0.04 0.071
C 9.42517 2.39612 -1.17648 0.06 0.19 0.08 -0.224
O 8.29495 3.01995 -1.46421 -0.11 -0.23 0.08 0.115
C 9.46616 0.90130 -1.41427 0.15 -0.16 0.03 -0.296
O 8.46663 0.34876 -1.83393 -0.09 0.12 -0.01 0.108
C 10.70041 0.19157 -1.13183 -0.07 -0.03 -0.04 0.073
C 11.75893 0.85856 -0.65412 -0.04 -0.24 -0.06 -0.239
O 12.91873 0.28106 -0.37360 0.04 0.12 0.04 0.116
H 10.47648 4.12091 -0.51544 -0.04 0.00 0.00 0.136
H 7.63382 2.38108 -1.81191 0.29 0.09 -0.14 0.084
H 10.72233 -0.87227 -1.32054 0.01 0.00 0.01 0.135
H 13.49986 0.99429 -0.04351 0.01 0.02 0.02 0.120
```
Positions in Å, forces in eV/Å.

## Properties
LUMO level = -1.83 eV
M = 1120.63 g/mol
Kohn-Sham gap = 6.350 eV
SMILES string = C=CCc1ccc(I)c2c1C(=O)C(P(O)(O)=S)=CC2=O.O=C1C=C(O)C(=O)C=C1O.O=C1C=C(O)C(=O)C=C1O.O=C1C=C(O)C(=O)C=C1O.O=C1C=C(O)C(=O)C=C1O.O=C1C=C(O)C(=O)C=C1O
Highest occupied orbital energy = -8.18 eV
Relative energy (zero: lowest compared OMol25 entry of this formula, charge and spin) = 0.0 kJ/mol